1.
CFNO2 | the ωB97M-V functional and the def2-TZVPD basis

Properties
Frontier orbital gap (alpha / beta)   0.4071 / 0.3643 hartree
Electronic energy   -343.06338 a.u.
2S+1   3
Energy above the lowest of the compared OMol25 structures with the same formula, charge and spin   12.5 kcal per mole

The geometry in XYZ format:
```
5
Properties=species:S:1:pos:R:3:mulliken_spin:R:1
F -0.006 -1.371 1.082 0.003
O -0.395 0.491 -1.741 0.779
O 0.659 0.890 0.920 0.350
N -0.404 -0.013 -0.636 0.905
C 0.155 -0.153 0.492 -0.037
```

2.
CFNO2S2 | the ωB97M-V functional and the def2-TZVPD basis

Properties
Frontier orbital gap   0.3400 hartree
SMILES string   N#CSS(=O)(=O)F
Electronic energy   -1139.52573 a.u.
Energy above the lowest of the compared OMol25 structures with the same formula, charge and spin   4.1 kcal per mole

The geometry in XYZ format:
```
7
Properties=species:S:1:pos:R:3:mulliken_charge:R:1
S 0.619 1.386 -0.197 -0.023
S -0.947 -0.201 0.060 1.030
F -2.192 0.738 -0.578 -0.250
O -0.681 -1.226 -0.915 -0.431
O -1.300 -0.428 1.412 -0.404
N 2.692 -0.476 0.208 -0.299
C 1.808 0.206 0.010 0.378
```

3.
CH10F5N2OTeZn | the ωB97M-V functional and the def2-TZVPD basis

Properties
Charge   -1
Frontier orbital gap   0.1471 hartree
Electronic energy   -2775.49771 a.u.

The geometry in XYZ format:
```
21
Properties=species:S:1:pos:R:3:mulliken_charge:R:1
Te -1.123 -0.673 2.046 1.992
Zn 0.211 0.351 -0.709 -0.115
F 0.625 -0.899 2.796 -0.491
F -1.609 -2.445 2.502 -0.443
F -2.855 -0.273 1.384 -0.430
F -0.653 1.168 1.739 -0.477
F -1.671 -0.072 3.750 -0.414
O -0.478 -1.158 0.402 -0.708
N 1.876 0.496 0.501 -0.454
N 1.176 -0.923 -2.158 -0.611
C -1.358 1.046 -1.425 -1.127
H -1.782 1.895 -0.875 0.313
H 1.873 1.410 1.026 0.316
H 0.676 -1.097 -3.038 0.233
H 1.722 -0.238 1.223 0.318
H 2.086 -0.487 -2.404 0.239
H -2.365 0.279 -1.481 0.111
H -1.306 1.379 -2.472 0.236
H 1.333 -1.792 -1.650 0.284
H 2.739 0.373 0.058 0.257
H 0.883 1.662 -1.214 -0.029
```

4.
CH10N2O2 | the ωB97M-V functional and the def2-TZVPD basis

Properties
Frontier orbital gap   0.3748 hartree
SMILES string   NCN.O.O
Electronic energy   -304.06590 a.u.
Energy above the lowest of the compared OMol25 structures with the same formula, charge and spin   10.6 kcal per mole

The geometry in XYZ format:
```
15
Properties=species:S:1:pos:R:3:mulliken_charge:R:1
O 3.735 -3.125 -3.587 -0.638
O -2.686 -1.674 0.868 -0.626
N -0.862 2.387 1.670 -0.618
N -0.243 0.396 0.405 -0.609
C -0.229 1.850 0.465 -0.310
H -0.235 2.272 2.460 0.214
H -0.114 0.013 1.335 0.229
H -2.120 -2.433 1.034 0.311
H 0.806 2.184 0.311 0.255
H -0.786 2.202 -0.397 0.359
H 4.579 -3.167 -3.116 0.319
H -1.015 3.385 1.584 0.228
H 3.926 -2.450 -4.251 0.319
H -3.583 -1.939 1.087 0.307
H -1.172 0.101 0.132 0.260
```

5.
CH10N2O3 | the ωB97M-V functional and the def2-TZVPD basis

Properties
Frontier orbital gap   0.3812 hartree
SMILES string   [H]/N=C/N.O.O.O
Electronic energy   -379.33489 a.u.
Energy above the lowest of the compared OMol25 structures with the same formula, charge and spin   8.0 kcal per mole

The geometry in XYZ format:
```
16
Properties=species:S:1:pos:R:3:mulliken_charge:R:1
O -0.058 -2.031 0.363 -0.713
O 0.434 -0.891 -2.117 -0.774
O 0.186 -0.760 2.452 -0.691
N -0.524 1.584 -1.420 -0.690
N 0.388 1.324 0.683 -0.427
C -0.549 1.814 -0.153 0.088
H -0.423 -1.264 -2.274 0.330
H 0.142 0.057 -1.988 0.432
H -1.311 2.439 0.313 0.335
H 0.518 -1.301 3.163 0.269
H 0.238 -1.471 -0.415 0.331
H 0.089 1.292 1.635 0.268
H 0.703 -2.626 0.453 0.357
H -1.334 2.035 -1.821 0.192
H 1.021 0.662 0.270 0.247
H -0.070 -1.345 1.716 0.445
```

6.
CH10N5 | the ωB97M-V functional and the def2-TZVPD basis

Properties
Charge   +1
Frontier orbital gap   0.3787 hartree
Electronic energy   -317.57133 a.u.
Energy above the lowest of the compared OMol25 structures with the same formula, charge and spin   40.6 kcal per mole

The geometry in XYZ format:
```
16
Properties=species:S:1:pos:R:3:mulliken_charge:R:1
N 0.960 -1.260 0.478 0.023
N -1.172 -0.526 1.058 0.033
N 2.312 -1.040 0.255 -0.680
N -0.216 0.412 -1.634 -0.730
N -2.050 0.556 1.210 -0.635
C 0.059 -0.315 0.628 0.302
H -1.557 -1.464 1.082 0.250
H 2.553 -0.062 0.385 0.282
H -1.814 1.113 2.028 0.278
H 0.725 -2.240 0.568 0.248
H 0.333 0.020 -2.394 0.243
H -1.192 0.328 -1.900 0.249
H -0.009 1.408 -1.597 0.279
H -3.010 0.239 1.285 0.262
H 0.392 0.713 0.633 0.337
H 2.594 -1.342 -0.678 0.262
```

7.
CH10N7 | the ωB97M-V functional and the def2-TZVPD basis

Properties
Charge   +1
Frontier orbital gap   0.3304 hartree
Electronic energy   -426.94616 a.u.
Energy above the lowest of the compared OMol25 structures with the same formula, charge and spin   15.0 kcal per mole

The geometry in XYZ format:
```
18
Properties=species:S:1:pos:R:3:mulliken_charge:R:1
N 3.343 0.455 0.985 -0.514
N 2.671 0.738 -0.182 -0.139
N -0.899 1.181 -1.329 -0.691
N -2.155 -2.493 0.772 -0.504
N -1.691 -1.382 0.357 0.359
N 0.348 1.444 -0.890 0.179
N -2.399 -0.563 -0.223 -0.430
C 1.073 0.548 -0.225 -0.025
H -3.074 -2.737 0.830 0.198
H 0.758 2.354 -1.086 0.292
H 2.982 0.998 1.783 0.248
H -3.521 -0.549 -0.200 0.235
H 0.621 -0.406 -0.049 0.360
H -1.601 -3.199 1.221 0.235
H -1.590 0.487 -0.691 0.486
H 2.917 1.545 -0.612 0.252
H 3.333 -0.488 1.182 0.246
H -1.116 2.067 -1.641 0.213
```

8.
CH10NO3 | the ωB97M-V functional and the def2-TZVPD basis

Properties
Frontier orbital gap (alpha / beta)   0.2369 / 0.3517 hartree
Electronic energy   -324.48363 a.u.
2S+1   2
Energy above the lowest of the compared OMol25 structures with the same formula, charge and spin   4.2 kcal per mole

The geometry in XYZ format:
```
15
Properties=species:S:1:pos:R:3:mulliken_spin:R:1
O -2.289 -3.488 -1.535 0.000
O -0.658 1.718 -1.644 0.004
O 0.388 -1.242 1.978 0.000
N 0.960 1.513 0.684 0.191
C 2.018 2.397 0.748 0.785
H 0.032 1.502 -2.288 0.000
H -1.151 0.886 -1.617 0.000
H -1.739 -4.281 -1.550 0.000
H 2.604 2.698 -0.112 0.019
H 1.287 -1.547 1.818 0.001
H -3.072 -3.795 -1.065 0.000
H 0.456 1.374 -0.179 -0.016
H 2.098 3.044 1.618 0.022
H 0.923 0.865 1.450 -0.005
H -0.089 -2.042 2.226 0.000
```

9.
CH10NO3 | the ωB97M-V functional and the def2-TZVPD basis

Properties
Charge   +2
Frontier orbital gap (alpha / beta)   0.3730 / 0.1069 hartree
Electronic energy   -323.76976 a.u.
2S+1   2
Energy above the lowest of the compared OMol25 structures with the same formula, charge and spin   0.0 kcal per mole

The geometry in XYZ format:
```
15
Properties=species:S:1:pos:R:3:mulliken_spin:R:1
O 3.698 0.486 -0.362 0.000
O -0.466 1.989 1.624 0.000
O -4.683 -2.850 -0.312 1.039
N 1.037 0.510 -0.108 0.000
C 0.629 -0.135 -1.139 0.000
H 1.294 -0.913 -1.489 0.000
H -4.827 -3.334 -1.188 -0.020
H -0.332 0.199 -1.515 0.000
H -1.335 2.392 1.710 0.000
H -5.482 -3.070 0.271 -0.019
H 0.388 1.004 0.525 0.000
H 2.086 0.509 0.026 0.000
H 4.034 -0.413 -0.249 0.000
H 4.424 1.075 -0.128 0.000
H 0.113 2.406 2.274 0.000
```

10.
CH10O3S2 | the ωB97M-V functional and the def2-TZVPD basis

Properties
Frontier orbital gap   0.1553 hartree
Electronic energy   -1065.94314 a.u.
Energy above the lowest of the compared OMol25 structures with the same formula, charge and spin   154.8 kcal per mole

The geometry in XYZ format:
```
16
Properties=species:S:1:pos:R:3:mulliken_charge:R:1
S -0.737 1.665 2.379 -0.233
S 0.469 1.320 0.817 0.277
O 0.788 -2.664 0.681 -0.621
O 3.051 0.570 -2.079 -0.628
O -1.963 -0.885 1.644 -0.558
C -0.779 1.434 -0.494 -0.964
H -1.231 0.415 -0.316 0.472
H 2.029 0.347 -1.764 0.146
H -1.494 -0.074 1.976 0.256
H -1.394 2.368 -0.167 0.334
H -2.891 -0.711 1.698 0.293
H 0.134 -2.147 1.189 0.308
H 0.836 -0.571 -1.501 -0.132
H -0.409 1.641 -1.452 0.362
H 3.001 -0.428 -2.430 0.373
H 0.591 -2.281 -0.182 0.314
```

11.
CH10O3S2 | the ωB97M-V functional and the def2-TZVPD basis

Properties
Frontier orbital gap   0.3397 hartree
SMILES string   CSS.O.O.O
Electronic energy   -1066.16646 a.u.
Energy above the lowest of the compared OMol25 structures with the same formula, charge and spin   14.7 kcal per mole

The geometry in XYZ format:
```
16
Properties=species:S:1:pos:R:3:mulliken_charge:R:1
S 1.968 -0.218 0.925 -0.203
S 3.555 1.165 1.123 -0.089
O -4.268 -2.027 -0.173 -0.640
O -7.694 2.190 -1.861 -0.640
O -1.458 -2.895 -0.758 -0.636
C 4.310 1.004 -0.539 -0.748
H -0.885 -2.987 -1.529 0.314
H 4.651 0.014 -0.826 0.303
H -7.403 2.027 -2.762 0.320
H -6.952 2.457 -1.313 0.319
H 1.122 0.794 0.757 0.176
H -0.801 -2.945 -0.053 0.302
H 3.562 1.402 -1.220 0.293
H 5.121 1.661 -0.471 0.268
H -3.936 -1.715 0.678 0.294
H -3.473 -2.460 -0.513 0.366
```

12.
CH10O3S2 | the ωB97M-V functional and the def2-TZVPD basis

Properties
Frontier orbital gap   0.3511 hartree
SMILES string   CSS.O.O.O
Electronic energy   -1066.16991 a.u.
Energy above the lowest of the compared OMol25 structures with the same formula, charge and spin   12.5 kcal per mole

The geometry in XYZ format:
```
16
Properties=species:S:1:pos:R:3:mulliken_charge:R:1
S -1.278 -0.564 -1.683 -0.203
S -2.441 -0.742 -0.044 -0.046
O 3.879 0.591 -0.642 -0.620
O 1.505 2.526 1.036 -0.603
O 1.979 -0.649 1.368 -0.559
C -1.375 -0.119 1.283 -0.577
H 1.875 1.670 0.771 0.290
H 3.505 -0.208 -0.261 0.314
H 1.331 -1.312 1.143 0.293
H 1.453 2.934 0.161 0.322
H -0.513 -1.678 -1.607 0.138
H -0.497 -0.727 1.402 0.032
H 1.911 -0.337 2.271 0.309
H -1.147 0.939 1.145 0.301
H 3.197 1.175 -0.917 0.276
H -1.985 -0.075 2.189 0.333
```

13.
CH10O5 | the ωB97M-V functional and the def2-TZVPD basis

Properties
Frontier orbital gap   0.3844 hartree
SMILES string   C=O.O.O.O.O
Electronic energy   -420.26538 a.u.
Energy above the lowest of the compared OMol25 structures with the same formula, charge and spin   10.9 kcal per mole

The geometry in XYZ format:
```
16
Properties=species:S:1:pos:R:3:mulliken_charge:R:1
O 1.244 -0.883 -1.787 -0.442
O -0.924 -0.154 2.031 -0.683
O 0.819 -2.409 2.120 -0.649
O -0.557 1.935 -2.390 -0.715
O -0.772 1.963 0.338 -0.728
C 0.611 -0.815 -0.769 0.170
H -0.769 0.549 1.360 0.353
H 1.749 -2.446 2.329 0.314
H 0.379 0.106 -0.165 0.074
H -1.593 -0.693 1.579 0.338
H -1.416 2.635 0.542 0.270
H 0.513 -1.488 2.170 0.367
H -1.233 1.275 -2.198 0.358
H 0.132 1.296 -2.645 0.336
H 0.432 -1.728 -0.168 0.242
H -0.556 2.106 -0.610 0.394
```

14.
CH10O6 | the ωB97M-V functional and the def2-TZVPD basis

Properties
Frontier orbital gap   0.3690 hartree
SMILES string   O=CO.O.O.O.O
Electronic energy   -495.49911 a.u.
Energy above the lowest of the compared OMol25 structures with the same formula, charge and spin   48.1 kcal per mole

The geometry in XYZ format:
```
17
Properties=species:S:1:pos:R:3:mulliken_charge:R:1
O -1.568 -0.642 -0.369 -0.662
O 0.264 2.464 -1.682 -0.619
O -1.147 -3.356 0.291 -0.647
O 1.264 -0.015 -0.869 -0.604
O 0.711 0.356 1.909 -0.415
O 1.241 2.523 2.422 -0.465
C 0.919 1.677 1.616 0.358
H 0.598 1.559 -1.941 0.342
H -2.262 0.017 0.045 0.337
H -0.289 -3.753 -0.010 0.320
H 0.968 1.912 0.598 0.259
H -2.005 -1.507 -0.290 0.310
H 0.086 -0.084 1.217 0.381
H 1.484 -0.486 -1.558 0.236
H -1.363 -3.534 1.251 0.331
H 0.688 3.103 -2.231 0.290
H 0.413 -0.233 -0.398 0.250
```